8
Properties=species:S:1:pos:R:3:lowdin_charge:R:1 method="wB97M-V/def2-TZVPD" max_force_ha_per_bohr=0.05760 energy_ha=-647.56442 homo_lumo_gap_ev="8.20 / 9.83" homo_energy_ev="-9.24 / -11.17" de_lowest_kcal_mol=98.77
C -0.51 1.40 0.46 -0.36
C -0.67 0.06 0.59 -0.56
N -0.52 2.55 0.41 0.18
N 1.34 -0.89 -0.41 0.04
Cl -2.01 -0.64 -0.29 0.63
H -0.28 -0.37 1.43 0.04
H 1.09 -1.80 -0.88 0.00
H 1.56 -0.33 -1.31 0.02